--- one ---
C3H8N2O | wB97M-V/def2-TZVPD

## Properties
Highest occupied orbital energy   -0.3315 hartree
Orbital gap   9.59 eV

Structure (ORCA input):
```
! wB97M-V def2-TZVPD RIJCOSX def2/J DEFGRID3
* xyz 0 1
C 0.2126 1.0153 -2.1333
N 0.6423 1.7195 -0.9299
C 0.6412 -1.1737 0.4749
O 1.4582 -1.5319 -0.2910
N -0.1818 -0.6857 1.2065
C -1.0347 -1.1241 2.2829
H 0.5382 -0.0345 -2.2060
H 0.5871 1.5445 -3.0159
H -0.8809 1.0326 -2.1866
H 1.6364 1.5769 -0.7806
H 0.1687 1.3443 -0.1148
H -0.8874 -0.4749 3.1495
H -2.0801 -1.0519 1.9719
H -0.8198 -2.1566 2.5725
*
```

=====

--- two ---
C3H8N2O | wB97M-V/def2-TZVPD

## Properties
Highest occupied orbital energy   -0.3217 hartree
Orbital gap   9.63 eV

Structure (ORCA input):
```
! wB97M-V def2-TZVPD RIJCOSX def2/J DEFGRID3
* xyz 0 1
C 1.9784 -0.6300 0.0194
C -0.1894 0.5771 0.0196
C -2.1292 -0.6424 -0.0231
H 3.0878 -0.3711 -0.3746
H 1.4498 -1.4600 -0.6697
H 2.1214 -0.9453 1.1553
H 1.7407 1.4067 -0.1990
H -0.2801 2.4687 0.0545
H -2.4812 0.1316 0.7122
H -2.4281 -0.4259 -1.0399
H -2.4424 -1.6826 0.3257
N 1.1886 0.5995 -0.0230
N -0.9237 1.6428 0.0236
O -0.6927 -0.6690 0.0191
*
```

=====

--- three ---
C3H8N2O | wB97M-V/def2-TZVPD

## Properties
Highest occupied orbital energy   -0.3266 hartree
Orbital gap   9.78 eV

Structure (ORCA input):
```
! wB97M-V def2-TZVPD RIJCOSX def2/J DEFGRID3
* xyz 0 1
C 0.7255 1.6587 1.9109
N 0.7464 0.8178 0.7384
C -0.2280 -0.2193 0.5749
C -0.3377 -0.6221 -0.8847
N -1.4265 -1.3024 -1.3138
O 0.6702 -0.5686 -1.5702
H -0.3562 1.8130 2.0684
H 1.1837 1.2719 2.8269
H 1.0406 2.6874 1.7227
H 1.6413 0.3618 0.6019
H -0.2064 -1.0961 1.2370
H -1.2234 0.1666 0.8619
H -2.2684 -1.2576 -0.7878
H -1.5146 -1.5229 -2.2838
*
```

=====

--- four ---
C3H8N2O | wB97M-V/def2-TZVPD

## Properties
Highest occupied orbital energy (spin up / spin down)   -0.2940 / -0.2940 hartree
Orbital gap (spin up / spin down)   8.49 / 8.49 eV

Structure (ORCA input):
```
! wB97M-V def2-TZVPD RIJCOSX def2/J DEFGRID3
* xyz 0 1
C 0.3909 -0.4774 1.1205
C -0.8145 1.1444 -0.5163
N 0.9094 0.4426 0.1263
N 1.5295 -0.2203 -0.8662
C -0.9738 -0.8465 0.5121
O -2.0122 -0.8747 1.1735
H 1.7952 -1.2009 -0.7733
H 1.8799 0.3610 -1.6207
H 0.2220 0.0566 2.0552
H 1.0215 -1.3573 1.2893
H -0.8589 -1.3275 -0.4822
H -0.3482 1.6407 -1.3692
H -1.7596 0.7886 -0.9269
H -0.9812 1.8708 0.2778
*
```

=====

Energies relative to the most stable structure, in kJ/mol: one 21.0; two 86.0; three 0.0; four 417.6.

=====

--- one ---
C3H8N2O | wB97M-V/def2-TZVPD

## Properties
Highest occupied orbital energy   -0.3153 hartree
Orbital gap   9.10 eV

Structure (ORCA input):
```
! wB97M-V def2-TZVPD RIJCOSX def2/J DEFGRID3
* xyz 0 1
C -1.7580 -0.5488 -0.3722
O -0.9202 -0.2040 0.7306
H -0.1177 0.9390 0.4897
H -2.7880 -0.3024 -0.1086
H -1.4635 0.0125 -1.2654
H -1.7129 -1.6215 -0.5786
C 1.0444 1.5549 0.4348
C 0.5792 -0.8386 0.7323
N 1.8354 1.6822 -0.5527
N 1.0276 -1.5496 -0.1908
H 1.5858 1.0383 -1.3155
H 0.5831 -1.4895 -1.1011
H 1.2300 2.1828 1.3201
H 0.8748 -0.8552 1.7775
*
```

=====

--- two ---
C3H8N2O | wB97M-V/def2-TZVPD

## Properties
Highest occupied orbital energy   -0.3254 hartree
Orbital gap   9.69 eV

Structure (ORCA input):
```
! wB97M-V def2-TZVPD RIJCOSX def2/J DEFGRID3
* xyz 0 1
C 2.5899 -0.8660 -0.9506
C 1.5450 -0.0516 -0.7828
O 0.2720 -0.4461 -1.1836
H 2.5411 -1.8879 -1.3169
H 3.5906 -0.4533 -0.8191
H 1.6638 1.0311 -0.7829
H 0.1237 -1.2941 -0.7462
N -1.2829 1.2681 0.5579
C -2.2065 0.5752 1.3068
N -2.1776 -0.6777 1.5693
H -0.6231 0.7142 0.0149
H -1.7227 1.9380 -0.0547
H -3.0797 1.1943 1.5148
H -1.2334 -1.0444 1.6731
*
```

=====

Energies relative to the most stable structure, in kJ/mol: one 230.8; two 0.0.